<P>
This record from the OMol25 dataset describes 3 unconnected molecules or ions with the total composition C2H10NO3. The level of theory is ωB97M-V/def2-TZVPD.

```
16
Properties=species:S:1:pos:R:3:nbo_charge:R:1
C 1.3188 1.2539 -1.4393 -0.430
N 1.3247 -0.2228 -1.3275 -0.670
C 0.5589 -0.6110 -0.0876 0.104
O -0.4585 0.1588 0.3521 -0.951
H 1.6396 1.6009 -2.4276 0.161
H 2.0085 1.7328 -0.7342 0.170
H 0.3278 1.6732 -1.2465 0.198
H 0.8059 -0.4364 -2.1771 0.323
H 1.4438 -0.7505 0.5839 0.099
H 0.1853 -1.6339 -0.2723 0.105
H -3.0368 -1.5345 -0.0716 0.440
H -1.8180 -0.6715 -0.3154 0.514
O -2.5983 -1.1020 -0.7840 -1.009
H 0.0081 0.2831 1.9716 0.512
H -0.3932 0.8909 3.2941 0.440
O 0.3512 0.4904 2.8768 -1.006
```

The charge is -1.

<Q>
This record from the OMol25 dataset describes 3 unconnected molecules or ions with the total composition C2H10NO3. The level of theory is ωB97M-V/def2-TZVPD.

```
16
Properties=species:S:1:pos:R:3:nbo_charge:R:1
C 0.8176 0.1380 -0.3150 -0.028
O -0.2077 -0.4429 0.3045 -0.969
C 0.5965 1.5222 -0.9727 -0.230
N 0.3756 1.3203 -2.3572 -0.867
H 1.5560 0.4705 0.4402 0.078
H 1.4083 -0.4764 -1.0331 0.080
H -0.2787 2.1108 -0.3864 0.178
H 1.5796 2.1231 -0.6103 0.135
H 0.7290 0.3583 -2.5435 0.353
H -0.6540 1.3318 -2.5049 0.353
H -2.6871 0.1799 1.6749 0.442
H -1.2423 -0.0804 1.7278 0.529
O -2.1526 -0.0327 2.3816 -1.025
H -0.3849 -3.2431 1.9257 0.454
H 0.1425 -2.2762 0.8202 0.520
O 0.4023 -3.0031 1.4482 -1.002
```

The charge is -1.

Most stable structure, least stable structure: <P>, <Q>.

<P>
This record from the OMol25 dataset describes a molecular structure, H4NO2PS. The level of theory is ωB97M-V/def2-TZVPD.

```
9
Properties=species:S:1:pos:R:3:nbo_charge:R:1
N 1.0341 -0.9917 1.4838 -0.464
O 0.1891 2.1023 -1.0081 -0.984
O 0.6781 -0.0694 0.5255 -0.712
P -0.1965 0.5555 -1.3850 1.171
S -2.2578 0.5200 -0.7017 -0.331
H 1.8880 -1.6340 1.2297 0.316
H 0.9673 1.8732 -0.4332 0.519
H 0.2254 -1.6425 1.6790 0.322
H -2.5277 -0.7135 -1.3899 0.162
```

<Q>
This record from the OMol25 dataset describes H4NO2PS in the gas phase. The level of theory is ωB97M-V/def2-TZVPD.

```
9
Properties=species:S:1:pos:R:3:nbo_charge:R:1
N 0.8310 -0.7091 -1.1542 -1.145
O 0.2278 -0.5412 1.4759 -0.997
O -1.4352 0.1683 -0.4789 -0.997
P 0.1034 0.4172 -0.1667 1.849
S 0.5943 2.2550 0.0009 -0.537
H 0.2053 -1.4848 -1.0860 0.406
H 1.7582 -0.9043 -0.8037 0.415
H -0.2488 0.0193 2.1462 0.475
H -2.0360 0.7797 0.0667 0.530
```

Most stable structure, least stable structure: <Q>, <P>.

<P>
This record from the OMol25 dataset describes a gas-phase ion, C4H13N3 (charge +2). The level of theory is ωB97M-V/def2-TZVPD.

```
20
Properties=species:S:1:pos:R:3:nbo_charge:R:1
C 1.8201 1.1252 0.9896 -0.015
C 0.1545 -0.3354 1.3298 -0.079
C -1.8047 -1.2065 -1.3567 -0.634
C -1.4072 0.0955 -0.7080 -0.256
N 1.4599 -0.0611 1.6446 -0.565
N 0.9337 0.9651 -0.5055 -0.451
N 0.0000 -0.1367 -0.2401 -0.238
H 1.3509 2.0237 1.4617 0.252
H 2.8969 1.2815 0.7054 0.281
H -0.1553 -1.2691 1.8759 0.312
H -0.6031 0.3198 1.6557 0.229
H -1.2993 -1.3301 -2.3077 0.235
H -1.6498 -2.0672 -0.7547 0.234
H -2.8687 -1.0725 -1.4277 0.283
H -2.1387 0.3546 0.1388 0.274
H -1.3879 0.6554 -1.5508 0.247
H 2.0967 -0.7946 1.7610 0.441
H 0.4918 1.8666 -0.6693 0.477
H 1.7447 0.5476 -1.1531 0.490
H 0.3655 -0.9620 -0.8889 0.481
```

The charge is +2.

<Q>
This record from the OMol25 dataset describes a gas-phase ion, C4H13N3 (charge +2). The level of theory is ωB97M-V/def2-TZVPD.

```
20
Properties=species:S:1:pos:R:3:nbo_charge:R:1
C 0.4546 2.0106 -0.5192 -0.204
C 0.4737 0.4945 -0.5604 -0.446
C -0.7023 -0.0809 0.2959 -0.210
N -1.2071 -3.5272 1.5183 -0.690
C -1.1298 -2.2332 1.3808 0.408
N -0.6047 -1.5694 0.3871 -0.523
N 1.4940 2.6051 -1.5168 -0.700
H 0.7309 2.4892 0.4515 0.251
H -0.5361 2.3129 -0.8385 0.237
H 0.5624 0.0816 -1.5511 0.233
H 1.3934 0.2075 -0.0367 0.230
H -0.6041 0.3314 1.3313 0.235
H -1.6017 0.2885 -0.2223 0.231
H -1.5467 -3.9550 2.3929 0.455
H -0.7714 -4.2353 0.9338 0.440
H -1.4588 -1.6523 2.2393 0.236
H -0.1869 -2.0344 -0.4220 0.432
H 2.4586 2.6296 -1.1560 0.458
H 1.3658 3.6676 -1.6498 0.470
H 1.4162 2.1695 -2.4582 0.457
```

The charge is +2.

Most stable structure, least stable structure: <Q>, <P>.

<P>
This record from the OMol25 dataset describes 2 unconnected molecules or ions with the total composition C4H13N3. The level of theory is ωB97M-V/def2-TZVPD.

```
20
Properties=species:S:1:pos:R:3:nbo_charge:R:1
C 0.2090 -0.4423 0.4510 0.108
C 0.5848 0.8379 -0.1652 -0.560
C -0.0357 0.3695 -1.5502 0.102
C -0.9772 -0.6362 -1.3517 0.024
N -2.0607 -0.2662 -0.5952 -0.672
N 0.3150 0.9881 -2.8609 -0.683
N 1.2245 -0.9705 3.8013 -1.082
H -0.5128 -0.5152 1.2287 0.235
H 0.7421 -1.3411 0.1324 0.260
H 0.0825 1.8490 0.0769 0.293
H 1.6228 0.9258 0.0044 0.331
H -0.8057 -1.6469 -1.7506 0.249
H -2.3329 0.6537 -0.7817 0.431
H -2.3464 -0.8646 0.2073 0.443
H -0.4958 0.8372 -3.4031 0.466
H 1.1612 0.6930 -3.2941 0.465
H 0.5224 1.9967 -2.6298 0.477
H 0.5951 -1.6360 4.1847 0.370
H 1.8641 -0.7251 4.6527 0.402
H 0.6436 -0.1070 3.6429 0.339
```

The charge is +2.

<Q>
This record from the OMol25 dataset describes 2 unconnected molecules or ions with the total composition C4H13N3. The level of theory is ωB97M-V/def2-TZVPD.

```
20
Properties=species:S:1:pos:R:3:nbo_charge:R:1
C 2.2515 -0.0190 0.2363 -0.207
C 0.7446 0.3747 0.5274 -0.526
C -0.2614 -0.7416 0.6039 0.056
N -2.9932 -0.4054 1.0382 -0.825
C -2.7681 0.0383 -0.2734 0.360
N -1.5919 -0.1254 -0.8838 -0.628
N 2.6985 0.5576 -1.1177 -0.705
H 2.3623 -1.1615 0.2110 0.260
H 2.9825 0.4547 0.8911 0.258
H 0.7766 0.7331 1.5956 0.283
H 0.4940 1.1927 -0.1625 0.276
H -0.3077 -1.7528 0.2568 0.250
H -0.8816 -0.5605 1.4591 0.238
H -3.8329 -0.1400 1.5610 0.443
H -2.7819 -1.3118 1.2459 0.406
H -3.7077 0.2462 -0.9936 0.255
H -1.8036 0.1644 -1.8329 0.433
H 3.7661 0.5738 -1.1481 0.471
H 2.4295 1.5845 -1.1650 0.446
H 2.4243 0.2980 -2.0492 0.456
```

The charge is +2.

<R>
This record from the OMol25 dataset describes a gas-phase ion, C4H13N3 (charge +2). The level of theory is ωB97M-V/def2-TZVPD.

```
20
Properties=species:S:1:pos:R:3:nbo_charge:R:1
C 1.6137 0.3349 -0.7910 -0.238
C 0.3280 -0.5717 -0.7966 -0.453
C -0.5214 -0.5022 0.4341 -0.073
C -1.4912 0.4335 0.6525 0.093
N -2.5142 0.3573 1.5130 -0.750
N -0.4185 -1.7489 1.2841 -0.670
N 1.6270 1.6089 -1.5758 -0.663
H 1.8040 0.6343 0.2424 0.231
H 2.4378 -0.3099 -1.0914 0.250
H -0.2264 -0.2459 -1.6893 0.246
H 0.7253 -1.5714 -0.9613 0.250
H -1.5679 1.1376 -0.1661 0.228
H -3.2125 1.0715 1.5316 0.437
H -2.5576 -0.2778 2.3048 0.401
H -0.5058 -2.5771 0.7017 0.451
H -1.0500 -1.7348 2.0723 0.450
H 0.5506 -1.7694 1.6130 0.446
H 1.5149 1.4136 -2.5659 0.453
H 0.9181 2.2777 -1.2901 0.447
H 2.5461 2.0398 -1.4218 0.467
```

The charge is +2.

Most stable structure, least stable structure: <R>, <P>.